120
Properties=species:S:1:pos:R:3:forces:R:3:lowdin_charge:R:1 method="wB97M-V/def2-TZVPD" orbital_gap_ev="2.0 / 9.5" e_homo_ha="-0.01842 / -0.29759" total_energy_ev=-83187.5902 multiplicity=2 largest_force_ev_per_a=10.12 total_charge=-1 s_squared=0.751
H 4.322597 2.572326 3.896459 0.11 0.51 -0.32 0.01
H 4.520566 3.649712 2.760207 -0.31 -0.34 0.91 0.04
O 4.384815 3.526493 3.722767 0.17 -0.02 -0.49 -0.06
H -1.514306 3.684350 -3.500838 1.52 1.21 0.34 0.06
H -0.449211 4.902166 -3.270905 -0.63 0.74 0.82 0.00
O -0.614351 4.072400 -3.676681 -0.53 -2.16 -1.63 -0.07
H -1.243439 -1.142183 -3.264513 -0.36 0.58 0.66 0.01
H -0.452119 -2.025592 -4.197424 -0.88 -0.44 0.47 0.03
O -1.303673 -2.002719 -3.659151 0.87 0.02 -1.48 -0.09
H -3.617801 -4.174383 -4.156375 -1.63 0.20 0.11 0.07
H -3.718679 -3.397668 -2.998644 0.43 0.78 1.43 -0.04
O -4.349431 -3.804980 -3.576530 1.36 -1.10 -1.65 -0.08
H 1.537660 -1.809716 -5.334068 -0.95 -1.05 -0.01 0.05
H 1.518312 -3.279079 -4.890681 -1.39 1.32 -0.45 0.07
O 0.885397 -2.552263 -5.221921 2.29 -0.33 0.12 -0.09
H -0.576405 4.332805 1.160837 -3.98 -0.40 1.25 -0.02
O 0.131566 4.328903 0.606127 5.99 1.13 -1.51 -0.04
H -1.257024 0.327961 4.717487 -3.66 -0.75 1.92 -0.04
O -0.474358 0.341181 4.271255 4.36 3.10 -0.96 -0.08
H 5.109025 -0.101465 2.783468 1.45 3.09 -0.04 0.08
H 5.393390 1.517037 2.668706 -1.37 1.33 -1.09 -0.05
O 5.743128 0.709221 2.948646 -0.10 -4.46 0.92 -0.07
H -4.745929 -1.911719 -3.336169 1.05 -0.51 -0.33 -0.03
H -4.177055 -0.381089 -3.329464 3.28 1.09 -0.27 -0.06
O -4.858780 -0.971597 -3.319667 -4.57 -0.52 0.25 -0.02
H -3.566875 -1.769847 4.853656 2.06 -5.08 2.77 -0.04
H -3.103218 -0.743458 3.828700 0.47 -0.38 0.06 0.01
O -3.795066 -1.051249 4.412844 -2.38 5.42 -2.73 0.01
H 1.248829 -2.325973 3.996716 0.13 -0.42 0.87 0.01
H 1.610063 -1.704741 5.338269 0.59 -0.69 -0.65 0.06
O 1.893766 -2.417032 4.722347 -0.18 0.60 0.51 -0.09
H -1.657830 1.246114 -0.319627 2.43 0.84 0.53 0.03
O -1.099501 2.133479 -0.136928 1.11 -4.31 1.46 -0.11
H 2.795607 -0.376909 -2.878560 -1.17 -0.37 -2.12 0.10
H 1.790438 -0.398245 -4.104643 -5.36 2.09 -0.99 -0.08
O 2.590499 -0.636118 -3.834089 6.73 -1.42 3.09 -0.03
H 1.965404 3.756394 -0.212965 0.23 0.80 0.03 0.03
H 3.228739 4.269936 -0.995682 0.73 2.43 -3.36 0.01
O 2.923970 3.783703 -0.308088 -0.60 -2.27 3.42 0.00
H 2.711216 -1.322736 2.304589 -1.22 -4.71 0.94 -0.05
H 2.970517 -0.118024 2.605429 -0.25 3.46 2.80 -0.09
O 3.009003 -0.610918 1.849359 1.53 0.75 -5.25 -0.04
H -0.218603 -3.096440 2.870992 0.26 0.38 -4.64 -0.04
H -0.429921 -4.081700 3.870746 -1.30 -9.94 1.39 -0.05
O -0.302847 -3.265853 3.739825 0.31 9.18 2.79 0.09
H 1.232114 1.640885 2.091032 -0.65 1.28 1.05 0.06
H 0.499687 2.981075 1.795914 0.34 -1.49 1.00 0.04
O 0.691422 2.342055 2.570101 0.54 -0.10 -2.45 -0.12
H -4.225326 3.670273 0.777078 1.93 0.06 0.72 0.08
H -3.088473 2.610735 0.850303 -0.13 2.51 0.72 0.06
O -3.237710 3.623062 1.006277 -2.26 -2.54 -0.93 -0.13
H -3.520658 1.560751 5.358658 -3.99 0.25 2.41 0.01
O -2.861299 1.794959 4.810222 5.69 0.42 -4.11 -0.01
H 1.693257 2.102123 -0.832982 -0.75 -1.53 -1.76 0.05
H 2.166860 1.960999 -2.220663 3.07 1.22 -2.40 -0.06
O 1.484978 1.645610 -1.714628 -2.10 -0.29 3.91 -0.03
H -1.490922 2.446387 5.492527 2.12 -0.36 2.32 0.03
O -0.586984 2.469426 6.011262 -2.04 0.02 -1.50 -0.10
H 1.168077 0.080972 4.053784 2.07 0.86 0.25 0.04
H 2.731548 1.015835 4.204145 -3.23 -3.58 -0.53 0.17
O 2.203510 0.064188 4.031779 0.87 3.78 1.55 -0.16
H -1.239240 0.089876 -1.650636 1.28 0.66 -1.78 0.02
H -1.254667 -0.411052 -0.273404 -0.21 -0.89 0.57 0.02
O -1.849670 -0.078986 -0.969876 -1.14 -1.36 1.03 -0.04
H 1.356695 -1.660643 -0.798552 -0.44 -1.84 -3.41 0.13
H 1.321675 -3.049835 -1.671788 0.01 0.41 0.27 0.02
O 1.213037 -2.087577 -1.774197 0.33 1.48 3.50 -0.11
H -2.205045 0.888604 -6.530106 -5.13 -0.92 -1.80 -0.06
H -0.866917 0.367265 -6.655724 -1.45 3.09 2.30 0.14
O -1.440932 1.146835 -6.160764 6.34 -2.15 -0.55 -0.08
H 1.502076 -5.052264 -2.561762 -0.51 -2.27 1.97 0.07
H 0.718775 -6.305235 -2.125526 -3.67 -2.38 -1.65 -0.05
O 1.400609 -5.801921 -1.850015 4.37 4.54 -0.22 -0.06
H -0.694057 -2.193626 1.388993 -1.16 3.86 -1.44 0.10
H -0.058681 -0.753925 1.607996 0.75 0.85 0.55 0.01
O -0.871765 -1.115314 1.281218 0.50 -3.71 0.85 -0.11
H 0.312282 3.825216 3.243187 0.14 -0.27 0.33 -0.03
H 0.474461 5.289028 3.610435 -0.63 -0.45 0.11 0.07
O -0.179040 4.561357 3.637438 0.45 0.92 0.14 -0.07
H -2.684980 4.348187 -1.138885 1.40 -0.65 -0.03 0.08
H -1.578030 5.299001 -1.067367 0.53 0.66 0.22 0.05
O -1.688407 4.363530 -1.219737 -2.53 0.92 -0.66 -0.10
H -0.838718 -3.082398 -0.703439 0.88 0.89 -2.62 -0.02
H -2.097935 -3.574789 0.047471 1.64 0.29 0.04 0.06
O -1.112650 -3.352871 0.133127 -2.70 -2.07 2.45 -0.08
H -4.406656 -0.075775 0.761802 2.69 -4.90 -7.47 -0.12
H -3.898121 0.195586 2.057156 -2.81 0.90 -1.58 0.10
O -4.712778 0.380299 1.408782 0.17 4.09 8.81 -0.03
H -3.847533 -3.378312 -0.998321 -0.59 -0.61 0.78 0.01
O -4.003450 -4.231549 -0.515413 0.73 0.38 -0.50 -0.11
H -1.476421 -4.944208 -2.679012 2.79 0.94 -1.41 0.08
H -1.288280 -3.641470 -3.521742 2.68 -2.32 1.08 0.05
O -0.678587 -4.499101 -3.216908 -5.32 1.00 0.64 -0.21
H -2.467285 2.522020 4.266134 -2.51 -0.51 0.70 0.11
H 0.117401 3.999051 -0.296788 -1.99 -0.43 0.53 0.03
H -0.124663 3.104452 5.467170 0.63 0.85 -0.02 0.00
H -0.188959 1.311681 4.609564 -0.59 -2.94 -1.00 0.09
H -1.859196 2.508967 -0.429894 -2.85 3.68 -1.71 -0.11
H -4.469721 -4.039334 0.306753 -0.11 0.40 -0.04 0.03
O 1.011088 -4.940540 1.231221 -3.02 -1.01 -1.29 -0.14
H 1.403766 -5.611356 0.635502 0.06 0.62 0.32 0.01
H 0.012042 -4.994582 0.899606 3.05 0.62 0.93 0.07
O 3.186787 1.721049 1.226975 -0.15 7.38 4.05 -0.02
H 3.664193 2.502981 0.850129 -0.98 -1.29 -0.04 0.06
H 3.287461 1.003395 0.756646 1.16 -5.95 -3.99 -0.06
O 3.828146 -2.960087 2.646115 3.70 2.17 0.08 -0.10
H 4.504559 -2.201358 3.004295 -2.95 -3.13 -1.05 0.13
H 3.122341 -3.044193 3.268500 -0.43 0.07 1.38 -0.03
O 0.772980 1.442313 -4.591929 0.75 -1.32 -8.24 0.04
H 0.505364 2.304164 -4.824002 -0.95 1.59 -0.39 0.02
H 0.813020 1.417101 -3.744047 0.19 -0.06 8.92 -0.11
O 3.158375 -3.317379 -3.708914 1.59 -7.91 -0.38 -0.01
H 4.097980 -3.604198 -3.737423 -1.20 1.04 0.07 0.09
H 2.988301 -2.459994 -3.678326 -0.44 6.62 0.39 -0.10
O 3.667289 2.395211 -3.688638 -1.55 -4.72 3.14 0.05
H 3.054831 2.456440 -4.343281 -1.97 1.17 -3.18 -0.01
H 4.355538 2.896122 -3.454318 3.41 3.50 0.11 -0.02
O -3.487766 1.772155 -1.847723 -3.52 4.72 5.06 -0.05
H -3.524345 1.042652 -2.337745 0.24 -4.80 -3.24 -0.09
H -4.374789 1.619487 -1.270655 2.93 0.67 -1.76 0.14